{"formula": "C2H9NS", "method": "ωB97M-V/def2-TZVPD", "relative_energy_ev": 2.256, "homo_lumo_gap_ev": 5.9, "total_energy_ev": -14543.038, "lumo_energy_ev": -0.33, "homo_energy_ev": -6.23, "species": ["S", "H", "C", "N", "C", "H", "H", "H", "H", "H", "H", "H", "H"], "xyz": [[-2.536, 0.071, -0.567], [-3.107, -0.796, 0.283], [0.195, 1.097, 0.760], [0.951, 0.268, -0.235], [0.480, -1.149, -0.511], [0.897, 1.737, 1.306], [-0.361, 0.475, 1.440], [-0.492, 1.723, 0.218], [0.955, 0.782, -1.117], [1.921, 0.194, 0.059], [-0.267, -1.176, -1.300], [1.378, -1.727, -0.727], [-0.013, -1.502, 0.392]], "forces_ev_per_angstrom": [[0.0, 0.1, -0.2], [0.1, 0.0, 0.0], [0.3, 0.7, 0.3], [-0.1, -0.2, -0.3], [0.0, 0.0, 0.4], [0.2, -0.2, -0.1], [-0.2, -0.2, 0.0], [-0.4, -0.1, 0.0], [0.0, -0.1, 0.1], [0.0, 0.1, 0.0], [0.0, 0.2, 0.1], [0.0, -0.1, -0.1], [0.1, 0.0, -0.1]]}